The following is a DFT calculation (ωB97M-V with the def2-TZVPD basis set) of 11 unconnected molecules or ions with the total composition C66H165N11O22 in a non-equilibrium geometry.

The SMILES is COCCNCCOC.COCCNCCOC.COCCNCCOC.COCCNCCOC.COCCNCCOC.COCCNCCOC.COCCNCCOC.COCCNCCOC.COCCNCCOC.COCCNCCOC.COCCNCCOC. For the gap between HOMO and LUMO, the calculation gives 8.22 eV.

The geometry in ORCA input format:
```
! wB97M-V def2-TZVPD RIJCOSX def2/J DEFGRID3
* xyz 0 1
H 7.40414 4.92333 -4.00987
O 3.49573 -0.64366 -6.80265
N 0.07482 -0.20496 -2.74238
N 5.92257 2.71679 -0.14407
H -1.55755 -1.07892 -6.76020
C 4.84931 -3.77818 0.64844
H 5.71209 -5.71669 0.22804
H -0.60076 3.26000 0.45516
C -3.50000 5.65163 1.46207
C 7.22597 -4.60226 -5.51468
H -4.04724 -1.68221 5.03119
H -0.44367 5.52696 -6.76014
H 8.41370 4.99188 2.93771
N -13.47792 3.12438 2.37248
H -1.63644 -3.05068 2.22697
H 2.19202 -7.46891 2.45330
H -17.32593 2.31717 5.21213
H 6.93146 2.75764 -0.16796
N 5.44522 -3.97248 1.98646
C 2.35056 -1.41668 -2.51257
C -2.89689 1.20326 0.32506
C 2.15248 -1.06765 -6.60824
H -4.40629 5.16282 1.10456
N 7.81908 -5.00219 -6.77914
O -3.28293 5.02964 2.75750
C -1.61992 3.16252 5.30565
O -1.91476 0.88197 4.85089
C -5.05555 -1.47846 11.28198
C -0.43579 4.52576 -6.32928
H 4.26850 3.34093 1.25492
C -1.78569 -1.89169 -4.85767
H 8.78956 -4.84536 -7.01081
H 6.71720 3.55998 -4.93976
H -4.79570 -0.43608 11.09749
C 0.77218 -5.49145 0.95893
C 6.05735 4.28148 1.62301
H -0.12184 -0.52043 0.03295
H 9.10082 -1.07404 -4.01590
H -5.93877 -1.32882 11.90298
H 1.65184 1.00376 -5.94651
H -3.06716 2.02487 1.02081
O 3.54974 -1.35440 -1.85455
H -3.41416 2.14110 4.89755
C 8.07922 -6.84691 -8.49689
H 3.01438 4.95313 7.64343
H -4.14064 4.73330 -4.61238
H -6.08977 -2.83186 7.90270
H 5.06351 -2.89520 0.04632
O 6.83046 -4.09912 -0.66940
H 5.63276 5.14883 1.11749
C 1.92025 1.80858 1.10284
C 1.90801 4.40097 5.44667
H -1.99464 4.18481 5.35670
H 2.09009 -1.71892 -5.73643
H 0.16007 4.57457 -5.41787
H 6.15350 -4.71283 -5.67498
H -1.13537 -6.25004 0.60200
H -4.55339 6.45191 3.57638
C -1.03067 -0.11590 -0.41255
H -13.53966 3.28285 3.36806
H 2.25729 1.58336 2.11466
H -4.48477 2.38552 -3.39057
H 1.79604 0.68842 -2.77452
H 1.51635 -0.08488 -1.19298
H 7.79276 6.13112 1.76846
N -1.07040 5.21388 1.04229
H -2.43844 2.56593 3.50730
H -16.39763 1.37738 2.28363
H 1.83918 5.00247 1.24625
C -1.09404 0.15153 3.98487
O 8.97712 -3.15787 -4.64966
H -1.88477 -2.16088 -2.14494
H 3.71469 0.78248 -1.65808
C 0.38567 4.54046 5.37217
H 4.16104 3.25929 -1.11662
H 3.24682 -6.36014 1.40242
N -2.69138 4.61735 -3.19606
H 0.64928 -5.32018 2.02834
H -5.11419 4.82694 3.86504
H -6.11510 -2.81118 5.10754
H -1.74157 2.93082 6.36378
C 5.57860 -4.74785 -0.25324
C -0.89319 -1.36662 -5.94536
H 4.48724 0.06911 -3.09863
H -1.46545 0.27333 2.96735
C -0.11313 4.23467 0.47320
C -0.77725 0.58676 -1.85927
H 1.83843 -1.68242 -7.45176
H 7.15137 -4.51404 -2.62978
H 3.58803 -8.27102 -0.10055
H -1.29158 2.37813 -5.53832
C -1.95135 3.17312 -5.19074
N -0.19435 3.37723 4.85211
H 2.41230 -9.24233 0.86729
H 3.52831 -0.61489 -8.85409
N -4.24386 -2.68658 6.80321
H -4.24486 -2.06172 11.71865
H -4.43459 5.52290 -3.06280
H 2.49061 -1.47374 -3.59203
C 5.89687 3.28267 -2.50339
C 2.28605 4.15781 7.80192
H 0.33309 2.58343 5.18644
O -15.59780 1.97384 4.09251
C -1.89766 -4.03402 1.83594
C -2.44228 5.17747 0.49472
C -15.43331 1.51922 2.77156
H 2.10400 4.06925 4.42704
C -14.79930 2.74861 2.01751
C -0.57084 -5.34460 0.37931
H -1.78707 -0.89011 -0.54121
C 1.11219 0.14607 -6.34803
H -10.74411 2.65085 3.20397
H -3.24992 1.61893 -0.61870
H -14.93200 2.70715 0.93641
C -2.40179 2.10647 4.49505
C -6.79567 2.92553 -4.21826
H 4.78467 0.41921 -8.08832
H 7.48377 -2.08375 3.06678
H 3.80058 -4.04763 0.52330
H 3.78277 -3.37034 3.13273
C 7.73604 -6.43500 -7.00311
C -7.36969 -1.14057 3.57485
H -2.35859 5.57081 -3.17999
N -0.10268 -0.16517 -5.54449
H 9.20256 -8.38896 -10.41360
H -3.52417 -2.17589 9.26165
C -12.41826 2.16256 1.97042
H -7.83613 -0.23477 3.18748
H 5.18765 -0.11725 -1.55076
C 1.22488 4.10211 1.25607
O -0.98122 -2.43814 -3.84982
H -4.98078 -4.00997 8.23636
O -5.40840 -2.28142 10.18890
O 9.45429 -7.11449 -8.77815
H -2.35279 -1.08137 -4.39954
H 9.65777 -1.45301 -5.56724
O 2.35562 3.55614 6.53931
O 5.54267 4.36153 -3.29151
H 8.61167 -4.40561 -1.64379
C 7.56919 -4.72393 -1.64516
C 5.23971 -8.08890 2.01262
C -16.72865 2.80466 4.44160
H -0.66357 3.95235 -3.67595
H 0.75536 -7.57629 0.49275
H 5.52336 2.20019 1.89181
H -4.46990 -3.57063 6.37023
C 4.22138 -0.09732 -2.05474
H 0.82771 0.45662 -7.35338
O -6.34072 -0.86846 4.44859
H -1.73657 0.63361 -2.37466
H -6.77449 -1.64344 6.32095
H -1.14351 -3.78039 -2.14280
O -1.54577 0.79237 0.50223
H -2.56402 5.49136 -0.54199
H 3.99655 -1.25623 2.13359
H 10.79178 -7.54529 -10.30213
H 0.07366 5.36775 4.73472
H 8.57286 -6.81184 -6.41506
C -5.00905 -2.95094 7.97996
N 1.37784 -6.84105 0.79614
H 1.48037 -4.83755 0.45001
H -8.09833 -1.69218 4.16890
C -1.69034 3.58811 -3.71018
H -0.05142 0.46941 3.98785
C -1.67339 -3.04432 -2.74740
H -4.62150 3.19406 -1.89850
O 5.96442 -1.38906 1.70168
H 7.37458 -0.36320 2.95035
H -0.22825 -2.17590 -6.24703
H -4.72778 -0.99892 8.64261
H 1.29605 4.58415 7.96389
H 4.98719 -4.86352 -1.16151
H -12.46877 1.30310 2.63890
C -4.66153 -1.61457 5.92906
H -16.49312 3.73979 4.94968
H 9.36720 -6.77556 -10.90336
O -1.74233 4.14925 -6.20613
H 5.93391 -8.66773 2.62182
H 7.77722 -6.03308 -9.15610
C 5.30795 3.01699 1.20295
H -8.17763 2.35462 0.52477
C 7.21966 -1.27928 2.38035
H 2.96665 0.84445 -8.06332
C 3.74806 0.08468 -8.04761
H -17.45084 2.92161 3.63360
H -3.61614 0.48743 0.72300
H -12.57133 1.75856 0.96969
H 1.77402 -2.25695 -2.12574
H 7.37504 -5.79304 -1.55912
H 6.95270 3.30752 -2.23374
H 2.38940 5.37871 5.46685
H -0.31127 -1.12833 -2.87809
C -6.08659 -1.79024 5.48828
C 8.26718 5.15505 1.87000
H 4.95671 -7.30113 2.71078
H 0.19778 3.92889 -6.98535
H 6.82047 -6.98923 -6.79653
C 9.71698 -7.46835 -10.13798
H -2.62946 -3.52724 -2.94940
C 1.42767 -0.20626 -2.27257
O 7.41958 4.14781 1.32142
H -4.57006 -0.67603 6.47577
H -6.90240 3.72021 -4.95663
H 5.19237 -3.12293 3.98701
C 6.48502 4.45203 -4.35801
H -14.74157 0.67932 2.70694
H -11.06556 3.74994 1.78425
C -10.99982 2.72415 2.14693
H -7.81681 2.66061 -3.94406
H 0.22815 4.28151 -0.56094
H -1.05128 5.24588 2.05161
O -6.34258 3.42707 -3.01793
H -2.86247 -4.20703 1.35916
H 5.33321 4.51892 -0.91807
C 2.56793 -7.21072 1.46330
C 5.22679 3.47174 -1.20121
H -1.64876 2.67825 -3.11141
H 4.87868 -0.97557 3.59917
H -15.29639 3.68729 2.26222
H -6.15354 2.14669 -4.62957
C 9.58459 -1.88036 -4.56717
C -8.90926 2.98675 1.02800
O 4.14991 -8.90417 1.84539
H 6.08534 5.19074 -5.05275
C -4.21435 5.43604 3.77921
H -2.76452 4.13646 0.51840
H 5.74468 -7.92393 1.06083
H 0.04450 0.03452 -4.56543
C 4.90843 -1.53278 2.66282
O -10.04259 2.15719 1.28648
H -1.59419 -4.81844 2.52926
H 2.46450 3.53347 8.67739
H 7.50107 -7.73802 -8.74135
H 10.59973 -2.10661 -4.24096
H -7.00430 -1.74507 2.74469
C 4.80668 -3.03316 2.97148
H 0.04972 4.86208 6.35797
H 0.89957 1.42617 1.09393
C 3.15961 -8.44905 0.88578
H -2.98974 2.84300 -5.16137
H 7.46809 -2.45095 -5.94817
C -4.08207 4.60419 -3.53164
H -1.05984 -0.91190 4.22158
H -3.70049 6.72303 1.46352
H 6.39626 -3.76226 1.71919
H -8.43287 3.37609 1.92776
H 2.60553 1.29413 0.42916
H 9.27980 5.06504 1.47681
C -4.58503 -1.96505 9.12667
H -9.09206 3.82072 0.35036
H -3.62360 5.19273 4.66235
O 2.00370 3.14453 0.64006
H -0.43461 -5.47822 -0.69386
H -0.25291 1.54179 -1.82649
H -2.50406 -2.54096 -5.35818
H 8.04207 -1.32795 1.66666
H 1.03362 3.88261 2.30647
O -1.18595 -4.06459 0.66331
H 5.74297 4.38353 2.66168
H 5.63425 2.27075 -2.81186
C 7.63522 -3.14901 -5.12788
H 7.47542 -5.28734 -4.70441
H 6.91223 -2.83887 -4.37344
C -4.89128 3.29573 -2.94969
*
```